Record 1
18
Properties=species:S:1:pos:R:3:forces:R:3 method="wB97M-V/def2-TZVPD" smiles="CCC(C#N)(O[N+](=O)[O-])O[N+](=O)[O-]" energy_ha=-770.79948 homo_lumo_gap_ev=11.9029 e_lumo_ev=-0.2460 de_lowest_kcal_mol=70.2 homo_energy_ev=-12.15 total_charge=0 largest_force_ev_per_a=4.261
C 0.70403 -0.09555 -0.42897 1.1 0.0 -1.5
C -0.38406 0.17399 0.57538 -1.5 0.2 4.0
C -1.77423 0.28031 -0.13185 0.2 -1.4 1.1
C -1.81739 1.32356 -1.12567 0.2 1.4 -1.0
N -1.79795 2.17669 -1.89335 0.0 -0.2 0.2
O -2.73500 0.46658 0.86846 0.0 0.0 1.0
N -4.12477 0.61159 0.48829 1.0 1.4 -1.6
O -4.74649 1.09257 1.34187 -1.1 0.1 2.2
O -4.42393 0.42311 -0.64331 0.2 -0.9 -0.7
O -2.09926 -0.84307 -0.92302 0.0 -0.4 -1.9
N -2.20187 -2.14389 -0.38996 0.7 1.4 -0.7
O -2.05598 -2.23621 0.75833 0.1 -0.5 3.3
O -2.38109 -2.95545 -1.20496 -0.5 -1.1 -1.7
H 0.59456 0.57587 -1.34913 0.3 -0.9 1.3
H 1.74989 -0.05832 -0.08737 -0.5 0.9 0.5
H 0.77224 -1.13151 -0.78805 -1.0 0.1 -0.1
H -0.56947 -0.64185 1.45745 0.8 1.7 -2.5
H -0.30068 1.13813 1.27438 0.1 -1.7 -2.0



Record 2
13
Properties=species:S:1:pos:R:3:forces:R:3 method="wB97M-V/def2-TZVPD" energy_ha=-717.68473 homo_lumo_gap_ev=8.3357 e_lumo_ev=-0.8005 de_lowest_kcal_mol=131.1 homo_energy_ev=-9.14 total_charge=0 largest_force_ev_per_a=4.271
C 0.07672 0.55894 0.57530 1.6 2.0 1.5
C 1.50227 0.17103 -0.04759 1.2 -1.8 3.1
C -0.82502 -0.64064 0.21209 2.1 1.4 0.2
C -2.21878 -0.54159 0.18336 -2.5 -0.3 -1.8
H -2.30078 1.65163 -0.63069 3.7 0.9 0.8
H 0.21308 0.82429 1.71195 -0.6 -1.0 -2.0
H 1.89259 0.72870 -0.92601 -1.0 -0.5 0.1
H 2.53948 0.10806 0.67293 -3.2 0.7 -1.4
H 1.78765 -1.69483 -0.75367 2.0 -2.8 -2.6
N 1.14754 -1.27883 -0.21090 0.3 2.9 1.1
N -0.12464 -1.56142 -0.34321 -1.1 -0.6 0.3
N -3.31954 -0.44454 -0.19868 1.6 0.0 1.3
S -0.37058 2.11920 -0.24488 -4.0 -0.8 -0.7



Record 3
13
Properties=species:S:1:pos:R:3:forces:R:3 method="wB97M-V/def2-TZVPD" smiles="[H]/N=c1/cccnn1S" energy_ha=-717.73332 homo_lumo_gap_ev=8.6533 e_lumo_ev=0.0424 de_lowest_kcal_mol=100.6 homo_energy_ev=-8.61 total_charge=0 largest_force_ev_per_a=6.806
H -2.14772 2.06602 -0.48753 3.5 0.1 1.3
N -1.05048 2.16238 -0.15951 -4.4 0.6 -1.0
C -0.45386 1.06308 -0.05362 2.9 -1.0 -0.6
C 1.03469 1.04511 0.10751 -1.3 2.2 0.6
C 1.67923 -0.10175 0.08813 6.0 -3.2 -0.4
C 1.16735 -1.46908 -0.15473 -4.0 3.2 0.8
N -0.15530 -1.42534 -0.27580 0.7 -0.9 0.0
N -0.87727 -0.24341 -0.26174 -1.4 -2.4 0.6
S -2.63216 -0.54967 0.04215 0.9 -2.4 0.8
H 1.45300 2.09459 0.27321 -0.2 -1.9 -0.3
H 2.87963 -0.24846 0.14307 -2.7 1.4 0.2
H 1.67691 -2.44649 0.00727 -0.5 1.1 -0.5
H -2.57400 -1.94698 0.73158 0.4 3.1 -1.5